1.
12 unconnected molecules or ions with the total composition C24H62I2NO16P. Source: the Open Molecules 2025 dataset; level of theory: ωB97M-V/def2-TZVPD.

Properties
SMILES: C/C(I)=C(\I)O[P@@](=O)(O)OCCCNCc1ccccc1O.CO.CO.CO.CO.CO.CO.CO.CO.CO.CO.CO
Max |F|, eV/Å: 5.746
Electronic energy, eV: -85628.707
HOMO level, eV: -8.740
Orbital gap, eV: 8.17

Structure (XYZ):
```
106
C24H62I2NO16P, DFT ωB97M-V/def2-TZVPD
C -0.571 3.119 3.263
C -1.978 2.418 3.148
I -2.556 1.153 4.777
C -2.761 2.655 2.064
I -2.024 3.983 0.525
O -4.039 2.066 1.965
P -4.099 0.836 0.846
O -5.553 0.691 0.452
O -3.259 1.130 -0.531
O -3.648 -0.627 1.475
C -2.213 -0.861 1.175
C -1.646 -2.032 2.041
C -0.327 -2.715 1.474
N 0.362 -1.986 0.402
C 1.073 -0.793 0.874
C 1.509 0.007 -0.413
C 0.782 1.188 -0.832
C 1.178 1.898 -2.047
C 2.302 1.342 -2.797
C 3.047 0.176 -2.393
C 2.636 -0.534 -1.150
O 3.358 -1.675 -0.756
H -0.704 4.227 3.122
H 0.098 2.688 2.477
H -0.119 2.995 4.274
H -3.606 1.914 -1.023
H -2.150 -1.056 0.079
H -1.686 0.078 1.497
H -2.458 -2.832 2.071
H -1.537 -1.674 3.095
H -0.615 -3.722 1.060
H 0.351 -2.920 2.339
H -0.227 -1.806 -0.407
H 0.439 -0.136 1.529
H 2.010 -1.046 1.451
H -0.079 1.557 -0.238
H 0.652 2.808 -2.400
H 2.601 1.861 -3.735
H 3.911 -0.175 -3.004
H 3.292 -1.795 0.210
C 0.803 7.120 -0.036
O 1.404 5.875 -0.368
H 1.568 7.894 -0.069
H 0.018 7.360 -0.759
H 0.379 7.074 0.971
H 0.711 5.206 -0.333
C -4.516 3.951 -3.345
O -4.447 3.299 -2.077
H -3.515 4.002 -3.768
H -5.163 3.387 -4.016
H -4.906 4.963 -3.217
H -5.344 3.266 -1.722
C 6.052 -3.386 0.714
O 6.038 -3.010 -0.657
H 7.060 -3.690 0.986
H 5.751 -2.535 1.334
H 5.367 -4.225 0.873
H 5.134 -2.749 -0.866
C -6.415 -1.818 -1.847
O -6.868 -0.506 -2.132
H -7.108 -2.537 -2.283
H -5.422 -1.963 -2.281
H -6.377 -1.961 -0.764
H -6.232 0.110 -1.732
C 9.465 -6.292 -0.056
O 8.142 -5.795 0.096
H 9.757 -6.793 0.866
H 9.502 -7.008 -0.882
H 10.154 -5.466 -0.251
H 7.904 -5.356 -0.729
C 3.437 -6.135 -0.897
O 2.401 -5.357 -0.306
H 3.060 -7.141 -1.072
H 3.734 -5.689 -1.851
H 4.296 -6.184 -0.223
H 2.752 -4.471 -0.159
C -4.983 -4.683 2.880
O -4.397 -3.392 2.759
H -4.399 -5.265 3.592
H -6.010 -4.594 3.243
H -4.975 -5.188 1.910
H -4.929 -2.894 2.126
C -6.897 4.393 -7.055
O -5.708 4.146 -6.313
H -7.381 5.281 -6.652
H -6.651 4.564 -8.107
H -7.575 3.541 -6.967
H -5.297 3.359 -6.687
C 3.318 2.406 2.252
O 2.299 3.152 2.910
H 2.960 1.388 2.099
H 3.543 2.858 1.283
H 4.220 2.383 2.868
H 2.635 4.046 3.035
C 4.560 -3.041 -4.219
O 3.255 -2.920 -3.670
H 4.605 -2.463 -5.141
H 5.300 -2.651 -3.514
H 4.777 -4.089 -4.441
H 3.238 -3.439 -2.857
C -0.975 4.907 6.999
O -0.399 3.654 6.653
H -0.187 5.659 7.014
H -1.728 5.189 6.259
H -1.433 4.846 7.990
H -1.112 3.004 6.645
```

---

2.
5 unconnected molecules or ions with the total composition C24H62N2O19P5. Source: the Open Molecules 2025 dataset; level of theory: ωB97M-V/def2-TZVPD.

Properties
Max |F|, eV/Å: 2.159
Electronic energy, eV: -114228.044
HOMO level (alpha / beta), eV: -8.040 / -8.608
Multiplicity: 2
Orbital gap (alpha / beta), eV: 8.40 / 8.96

Structure (XYZ):
```
112
C24H62N2O19P5, DFT ωB97M-V/def2-TZVPD
C 6.128 2.047 2.684
C 5.723 1.859 1.241
C 6.891 2.300 0.386
C 5.371 0.380 1.016
C 3.954 0.003 0.643
C 3.990 -1.231 -0.255
C 4.722 -1.051 -1.572
C 6.075 -1.710 -1.636
O 7.063 -0.982 -2.369
P 2.953 -0.386 2.204
N 2.480 -2.006 2.088
O 4.213 -0.580 3.194
C 3.110 1.070 -0.029
C 3.637 2.488 -0.100
C 4.297 2.807 -1.409
C 2.454 3.406 0.043
N 4.560 2.746 1.021
O 4.787 3.980 1.270
H 5.269 1.990 3.323
H 6.556 3.013 2.819
H 6.841 1.300 2.960
H 7.002 1.698 -0.495
H 6.768 3.314 0.077
H 7.796 2.221 0.943
H 6.028 -0.007 0.276
H 5.625 -0.136 1.909
H 4.449 -2.045 0.276
H 2.977 -1.487 -0.467
H 4.121 -1.480 -2.344
H 4.836 -0.022 -1.830
H 6.005 -2.639 -2.152
H 6.438 -1.896 -0.641
H 7.195 -0.118 -1.933
H 1.697 -2.095 1.447
H 3.208 -2.666 1.825
H 3.874 -0.695 4.108
H 2.849 0.772 -1.019
H 2.189 1.124 0.507
H 5.144 2.187 -1.629
H 3.571 2.675 -2.182
H 4.600 3.828 -1.421
H 2.679 4.390 -0.288
H 2.156 3.431 1.069
H 1.641 3.017 -0.526
C -2.551 -2.281 -3.243
O -1.613 -1.659 -2.350
P -1.982 -0.309 -1.612
O -3.399 -0.156 -1.313
O -1.361 0.852 -2.489
C -1.781 0.922 -3.858
O -0.996 -0.378 -0.401
C -1.413 0.019 0.922
H -2.444 -3.354 -3.125
H -3.574 -1.997 -3.002
H -2.324 -2.014 -4.274
H -2.823 0.616 -3.965
H -1.143 0.284 -4.468
H -1.683 1.949 -4.194
H -0.899 -0.632 1.622
H -2.486 -0.083 1.052
H -1.116 1.049 1.105
C -7.597 -2.031 5.534
O -7.265 -0.963 4.634
P -5.890 -0.977 3.849
O -5.378 -2.306 3.540
O -4.903 -0.060 4.682
C -4.612 -0.415 6.037
O -6.213 -0.037 2.650
C -5.732 -0.361 1.329
H -8.670 -2.185 5.465
H -7.079 -2.946 5.253
H -7.339 -1.752 6.555
H -4.551 -1.497 6.162
H -5.372 -0.004 6.700
H -3.649 0.021 6.281
H -6.468 0.005 0.620
H -5.611 -1.434 1.210
H -4.786 0.140 1.146
C -1.029 7.575 0.148
O -2.122 6.995 -0.585
P -1.918 6.486 -2.069
O -0.585 5.986 -2.376
O -2.424 7.654 -3.008
C -1.784 8.932 -2.922
O -3.100 5.475 -2.211
C -2.894 4.214 -2.872
H -1.149 7.281 1.186
H -0.075 7.210 -0.223
H -1.069 8.661 0.076
H -0.712 8.830 -2.743
H -2.241 9.523 -2.130
H -1.935 9.428 -3.875
H -3.572 3.495 -2.420
H -1.870 3.869 -2.749
H -3.131 4.320 -3.929
C -1.177 -5.352 -1.133
O -1.004 -6.775 -1.092
P -2.250 -7.722 -1.335
O -3.251 -7.180 -2.245
O -2.785 -8.125 0.095
C -3.225 -7.090 0.985
O -1.543 -9.046 -1.765
C -2.086 -9.844 -2.831
H -0.279 -4.922 -1.567
H -2.038 -5.090 -1.745
H -1.308 -4.960 -0.126
H -3.731 -6.289 0.446
H -2.377 -6.692 1.540
H -3.926 -7.543 1.678
H -1.247 -10.309 -3.338
H -2.644 -9.226 -3.531
H -2.735 -10.613 -2.417
```

---

- Look up the electronic energy of the first one.
  -85628.707 eV

---

- Which of these has the lowest electronic energy?
  C24H62N2O19P5

---

- What is the formula in the second record?
  C24H62N2O19P5

---

- Look up the electronic energy of the second one.
  -114228.044 eV